DFT (ωB97M-V with the def2-TZVPD basis set) results for a structure of composition C8H10N2OSn at a distorted geometry.

CARTESIAN COORDINATES (ANGSTROEM)
C: 1.81 -0.35 -1.69
C: 0.45 -0.44 -2.08
C: -0.26 -1.17 -1.11
C: 0.67 -1.57 -0.09
C: 1.97 -1.06 -0.49
Sn: 0.27 0.36 1.19
N: 2.27 -0.37 2.14
C: -0.93 2.08 0.20
C: -1.99 1.93 -0.70
H: -1.31 -1.42 -1.13
H: 0.04 -0.05 -3.01
H: 0.50 -2.32 0.67
H: 2.91 -1.30 -0.01
H: 2.59 0.11 -2.26
H: -1.77 1.91 -1.78
H: -1.24 2.29 1.29
H: 2.66 0.53 1.72
H: -3.02 1.69 -0.38
H: 0.01 2.55 -0.22
O: -2.15 -1.79 3.55
C: -1.90 -1.14 2.58
N: -1.59 -0.48 1.61

Output
- 2S+1 = 1
- frontier orbital gap (spin up / spin down) (Ha) = 0.215 / 0.251
- net charge = 0
- LUMO energy (spin up / spin down) (Ha) = -0.08127 / -0.04256
- energy relative to the best compared isomer or geometry (same formula, charge and spin) (kJ/mol) = 0.0

---

DFT (ωB97M-V with the def2-TZVPD basis set) results for the molecule C2H2OS2 at a distorted geometry.

CARTESIAN COORDINATES (ANGSTROEM)
C: -0.83 0.70 -0.02
C: 0.44 -0.04 0.00
O: 0.29 -1.36 0.00
S: -2.47 0.21 0.01
S: 2.09 0.53 0.01
H: -0.68 1.77 -0.06
H: 1.15 -1.81 0.05

Output
- 2S+1 = 1
- frontier orbital gap (Ha) = 0.258
- net charge = 0
- LUMO energy (Ha) = -0.09057
- energy relative to the best compared isomer or geometry (same formula, charge and spin) (kJ/mol) = 111.0
- SMILES = OC(=S)C=S

---

DFT (ωB97M-V with the def2-TZVPD basis set) results for a structure of composition C25H18ClNO4PPd.

CARTESIAN COORDINATES (ANGSTROEM)
Pd: 1.35 -0.43 0.35
O: 4.24 -1.85 -2.31
C: 3.46 -1.43 -1.34
O: 2.34 -0.97 -1.55
C: 4.01 -1.56 0.03
C: 5.23 -2.05 0.44
C: 5.49 -2.07 1.81
C: 4.56 -1.60 2.72
C: 3.35 -1.13 2.23
N: 3.13 -1.12 0.93
C: 2.17 -0.58 3.04
O: 2.25 -0.51 4.24
O: 1.14 -0.20 2.32
H: 3.80 -1.74 -3.16
H: 5.95 -2.41 -0.28
H: 6.44 -2.44 2.17
H: 4.73 -1.60 3.79
Cl: -0.66 -2.86 -0.55
C: -1.93 -2.14 0.40
C: -2.88 -2.97 0.97
C: -3.90 -2.42 1.72
C: -3.98 -1.05 1.89
C: -3.04 -0.22 1.32
C: -1.99 -0.75 0.56
P: -0.73 0.32 -0.17
C: -1.10 1.99 0.41
C: -0.63 2.39 1.66
C: -0.96 3.65 2.13
C: -1.74 4.51 1.37
C: -2.20 4.11 0.12
C: -1.88 2.85 -0.36
C: -0.99 0.33 -1.95
C: -0.06 1.02 -2.73
C: -0.23 1.10 -4.11
C: -1.33 0.49 -4.70
C: -2.25 -0.19 -3.93
C: -2.09 -0.27 -2.55
H: -2.80 -4.04 0.82
H: -4.64 -3.08 2.16
H: -4.79 -0.62 2.48
H: -3.10 0.85 1.46
H: -0.03 1.72 2.26
H: -0.60 3.97 3.11
H: -1.99 5.49 1.74
H: -2.80 4.78 -0.48
H: -2.24 2.54 -1.34
H: 0.80 1.50 -2.27
H: 0.49 1.64 -4.71
H: -1.46 0.55 -5.78
H: -3.11 -0.66 -4.40
H: -2.82 -0.80 -1.96

Output
- 2S+1 = 1
- frontier orbital gap (Ha) = 0.288
- net charge = +1
- LUMO energy (Ha) = -0.14658
- energy relative to the best compared isomer or geometry (same formula, charge and spin) (kJ/mol) = 7.1

---

DFT (ωB97M-V with the def2-TZVPD basis set) results for a structure of composition C5H10N2 at a distorted geometry.

CARTESIAN COORDINATES (ANGSTROEM)
C: 0.33 -0.43 0.18
C: -1.02 1.02 0.41
C: 0.38 0.15 -1.22
C: -0.59 1.33 -1.03
C: 1.13 -1.64 0.53
N: -1.47 -0.36 0.33
N: 0.32 0.72 1.02
H: 0.26 0.50 2.01
H: -1.65 -0.73 1.26
H: -1.62 1.78 0.92
H: 0.04 -0.58 -1.95
H: 1.40 0.46 -1.48
H: -0.09 2.30 -1.10
H: -1.44 1.30 -1.70
H: 0.81 -2.48 -0.09
H: 2.19 -1.46 0.33
H: 1.02 -1.90 1.58

Output
- 2S+1 = 1
- frontier orbital gap (Ha) = 0.337
- net charge = 0
- LUMO energy (Ha) = 0.03916
- energy relative to the best compared isomer or geometry (same formula, charge and spin) (kJ/mol) = 173.1